[1]
This record from OMol25 describes a structure of composition C33H29F3N2. The level of theory is wB97M-V/def2-TZVPD.

**Energy above the lowest of the compared OMol25 structures with the same formula, charge and spin**: 0.080 eV
**LUMO**: 0.6 eV
**HOMO**: -8.68 eV
**HOMO-LUMO gap**: 9.27 eV
**F_max**: 0.56 eV/A

Each line ends with the natural charge from an NBO analysis.
Positions of all 67 atoms, in Å:
F (-4.01414, -6.01318, -1.17483)  -0.32
C (-3.02413, -5.73700, -0.31192)  0.97
F (-3.06381, -6.69177, 0.63113)  -0.32
F (-1.87349, -5.93381, -0.99065)  -0.33
C (-3.10927, -4.35078, 0.25553)  -0.10
C (-3.69732, -3.33445, -0.48523)  -0.20
C (-3.73755, -2.05236, 0.03019)  -0.21
C (-3.18892, -1.76487, 1.27657)  -0.02
C (-2.62285, -2.80109, 2.01357)  -0.21
C (-2.57701, -4.08782, 1.51066)  -0.20
H (-2.13825, -4.88765, 2.08753)  0.23
H (-2.23008, -2.60338, 3.00036)  0.22
C (-3.10969, -0.34141, 1.77004)  -0.23
N (-1.94078, 0.36186, 1.28400)  -0.43
C (-1.89741, 0.68140, -0.13917)  -0.23
C (-0.45777, 1.13987, -0.29547)  -0.17
H (-0.35680, 2.13948, 0.13461)  0.21
C (0.27115, 0.10680, 0.56606)  -0.02
C (-0.63804, -0.11454, 1.76435)  -0.09
C (-0.17170, 0.66257, 2.97095)  -0.03
C (-0.64857, 1.93926, 3.23137)  -0.16
C (-0.17795, 2.65388, 4.31846)  -0.22
C (0.77879, 2.10215, 5.15327)  -0.22
C (1.26021, 0.82915, 4.89845)  -0.21
C (0.78600, 0.11356, 3.81402)  -0.21
H (1.16077, -0.88191, 3.61870)  0.21
H (2.00490, 0.39214, 5.54781)  0.21
H (1.14706, 2.66064, 6.00119)  0.21
H (-0.55803, 3.64597, 4.51468)  0.21
H (-1.39899, 2.35881, 2.57929)  0.22
H (-0.65932, -1.18584, 2.01169)  0.20
C (1.72610, 0.55083, 0.39935)  -0.41
H (1.94087, 1.60358, 0.56742)  0.22
H (2.43845, -0.07463, 0.93147)  0.21
C (1.47830, 0.07138, -1.05720)  0.05
C (2.57765, -0.31254, -1.98124)  -0.09
C (3.91987, -0.21267, -1.62797)  -0.17
C (4.89160, -0.60132, -2.53432)  -0.25
C (4.48597, -1.08340, -3.76886)  0.03
N (3.21527, -1.19223, -4.11665)  -0.41
C (2.29493, -0.81951, -3.24926)  0.04
H (1.27239, -0.93435, -3.58388)  0.19
H (5.20422, -1.39925, -4.51374)  0.19
H (5.93977, -0.53141, -2.28676)  0.22
H (4.20163, 0.17025, -0.65701)  0.21
C (0.58300, -1.02094, -0.42808)  -0.41
H (-0.22499, -1.42940, -1.03130)  0.20
H (1.15331, -1.83203, 0.01968)  0.21
C (0.37129, 1.02160, -1.59415)  -0.28
C (0.79075, 2.36138, -2.13149)  0.07
C (-0.18836, 3.16884, -2.70411)  -0.23
C (0.12241, 4.42000, -3.20036)  -0.20
C (1.42477, 4.88704, -3.13501)  -0.22
C (2.40511, 4.09303, -2.56899)  -0.19
C (2.09090, 2.84058, -2.06757)  -0.25
H (2.87242, 2.23753, -1.63458)  0.21
H (3.42409, 4.44789, -2.51517)  0.21
H (1.67258, 5.86315, -3.52479)  0.21
H (-0.65080, 5.03171, -3.64193)  0.21
H (-1.20502, 2.80522, -2.75801)  0.20
H (-0.20265, 0.50917, -2.37272)  0.22
H (-2.63469, 1.46047, -0.35089)  0.20
H (-2.10591, -0.18571, -0.78440)  0.17
H (-3.98872, 0.22084, 1.44177)  0.21
H (-3.07149, -0.32129, 2.86299)  0.21
H (-4.21725, -1.26842, -0.53695)  0.22
H (-4.12476, -3.55104, -1.45245)  0.23

[2]
This record from OMol25 describes a structure of composition C30H60AsF6NO29P5. The level of theory is wB97M-V/def2-TZVPD.

**LUMO**: 0.1 eV
**HOMO**: -7.26 eV
**Charge**: -1
**HOMO-LUMO gap**: 7.37 eV
**F_max**: 8.24 eV/A

Each line ends with the Mulliken charge.
Positions of all 132 atoms, in Å:
As (-0.74061, -0.89839, -0.45000)  2.00
F (0.27727, 0.36231, -1.07923)  -0.38
F (-0.59950, -1.71624, -1.99641)  -0.50
F (-1.56487, -2.24513, 0.31053)  -0.45
F (-0.78832, -0.01211, 1.07223)  -0.71
F (-2.21587, -0.18069, -0.99401)  -0.52
F (0.77705, -1.67808, 0.05702)  -0.59
C (-5.31036, 3.50063, -1.04230)  -0.26
C (-4.83130, 2.27918, -0.78600)  0.12
C (-5.28065, 1.41148, 0.34520)  0.89
O (-4.73256, 0.37094, 0.60348)  -0.53
C (-6.35104, 2.00684, 1.14824)  -1.00
C (-6.72181, 3.28766, 0.98114)  0.35
C (-6.29239, 4.14784, -0.18148)  0.68
O (-6.77893, 5.22884, -0.42037)  -0.64
O (-7.62958, 3.85495, 1.79116)  -0.58
O (-3.99304, 1.69112, -1.65513)  -0.26
H (-4.90953, 3.96368, -1.93463)  0.42
H (-6.76094, 1.61949, 2.07496)  0.37
H (-7.77800, 4.76529, 1.48458)  0.35
H (-3.62945, 0.87600, -1.25568)  0.26
C (2.30484, 0.58303, 2.47784)  -0.28
C (1.83577, 1.83732, 2.42876)  0.81
C (2.51460, 2.97395, 3.10304)  0.27
O (2.19917, 4.14381, 3.11182)  -0.63
C (3.75191, 2.56336, 3.76577)  -0.79
C (4.27125, 1.33638, 3.72987)  0.45
C (3.57976, 0.15296, 3.08823)  0.51
O (4.04738, -0.94034, 2.86388)  -0.66
O (5.41347, 1.04840, 4.36717)  -0.60
O (0.59697, 2.10191, 1.98069)  -0.01
H (1.76644, -0.28989, 2.11801)  0.30
H (4.29736, 3.27262, 4.37619)  0.42
H (5.73953, 0.17184, 4.12104)  0.36
H (0.26586, 1.31382, 1.50974)  -0.08
C (-1.42539, 3.40486, -0.54544)  0.54
O (-1.02263, 3.87795, -1.58902)  -0.76
N (-2.25265, 4.03772, 0.31699)  0.41
C (-2.49685, 3.41685, 1.60193)  -1.06
C (-2.62506, 5.43019, 0.22172)  -1.02
H (-1.24815, 2.38404, -0.16385)  0.08
H (-1.55899, 3.42436, 2.16475)  0.35
H (-2.86235, 2.38476, 1.59286)  0.17
H (-3.28448, 3.90115, 2.18024)  0.44
H (-2.23369, 6.01227, -0.60698)  0.29
H (-3.71287, 5.55613, 0.16160)  0.22
H (-2.41003, 5.99554, 1.13376)  0.40
C (-3.19115, -5.49344, 1.96609)  -0.51
O (-2.29535, -6.48697, 2.48113)  0.00
P (-2.00172, -7.75420, 1.52860)  0.86
O (-3.13603, -8.51483, 1.02718)  -0.73
O (-1.14386, -7.14205, 0.32100)  -0.36
C (0.14603, -6.58134, 0.58772)  -0.60
O (-0.91557, -8.53782, 2.42301)  -0.28
C (-1.34324, -9.41850, 3.44565)  -0.75
H (-3.61410, -4.91592, 2.78706)  0.05
H (-3.98862, -5.98396, 1.40922)  0.42
H (-2.62396, -4.75574, 1.39339)  0.20
H (0.17364, -5.59863, 0.11651)  0.26
H (0.90779, -7.21869, 0.13819)  0.27
H (0.37493, -6.46931, 1.64728)  0.30
H (-2.29877, -9.87997, 3.18312)  0.34
H (-1.40614, -8.95396, 4.42711)  0.27
H (-0.67694, -10.27960, 3.51154)  0.26
C (-1.22241, -1.78050, -5.73060)  -0.51
O (-1.91706, -0.79429, -6.49855)  -0.38
P (-1.54084, 0.73590, -6.53772)  0.75
O (-2.50756, 1.53356, -7.29122)  -0.77
O (-1.18696, 1.17065, -5.02435)  0.10
C (-2.11176, 0.76182, -4.00417)  -0.31
O (-0.02864, 0.60916, -7.08720)  -0.29
C (0.89135, 1.67872, -7.25583)  -0.51
H (-0.82261, -2.57420, -6.36149)  0.31
H (-1.97096, -2.20930, -5.06595)  0.25
H (-0.38717, -1.32583, -5.19904)  0.20
H (-3.17216, 0.87925, -4.22013)  0.46
H (-1.87480, 1.43964, -3.17910)  -0.23
H (-1.86525, -0.21546, -3.58651)  0.18
H (1.73749, 1.52359, -6.58654)  0.04
H (0.42873, 2.64537, -7.05183)  0.30
H (1.23383, 1.66412, -8.29135)  0.33
C (-0.35183, -2.97624, 3.91023)  -0.22
O (-1.07776, -3.47749, 5.04239)  -0.41
P (-2.48216, -2.81724, 5.47631)  1.12
O (-2.44147, -1.48335, 6.09090)  -0.74
O (-3.43005, -2.93245, 4.19969)  -0.20
C (-3.34184, -1.93103, 3.15916)  -0.71
O (-2.99913, -3.98037, 6.43682)  -0.29
C (-4.23082, -3.89084, 7.13241)  -0.69
H (-0.12703, -3.69233, 3.12223)  0.19
H (0.61749, -2.68427, 4.32506)  0.33
H (-0.81211, -2.07100, 3.52298)  -0.04
H (-4.33380, -1.52384, 2.98544)  0.35
H (-2.97300, -2.41342, 2.25761)  0.12
H (-2.66394, -1.12305, 3.42570)  0.39
H (-5.07993, -3.55192, 6.53732)  0.29
H (-4.04670, -3.24250, 7.99019)  0.29
H (-4.52635, -4.87300, 7.50088)  0.25
C (6.35770, 3.58827, -0.15358)  -0.70
O (6.58495, 2.24483, -0.57263)  -0.37
P (5.92847, 1.07170, 0.33976)  0.66
O (6.53658, 0.93854, 1.65835)  -0.79
O (5.98948, -0.22007, -0.57361)  -0.30
C (5.58375, -1.49495, -0.05251)  -0.44
O (4.38671, 1.50640, 0.32188)  0.20
C (3.62527, 1.59521, -0.88190)  -1.21
H (6.84332, 4.19980, -0.91101)  0.39
H (6.70554, 3.75870, 0.86529)  0.57
H (5.28889, 3.82386, -0.18275)  0.39
H (4.75623, -1.37910, 0.64300)  0.10
H (6.41940, -1.98144, 0.44792)  0.23
H (5.28868, -2.13677, -0.87818)  0.28
H (2.85985, 0.81479, -0.85738)  0.50
H (4.24752, 1.58748, -1.77340)  1.29
H (3.01947, 2.50515, -0.83978)  0.00
C (5.73658, 3.55461, -2.34521)  -1.28
O (4.60694, 2.71580, -2.64825)  -0.27
P (3.75306, 3.07888, -3.94144)  0.57
O (3.42159, 4.49907, -4.09159)  -0.82
O (4.57227, 2.44154, -5.17087)  -0.45
C (4.97050, 1.07560, -5.20968)  -0.52
O (2.48313, 2.10629, -3.81465)  0.08
C (1.43395, 2.60467, -2.95703)  -0.37
H (5.89327, 3.37889, -1.28467)  0.07
H (5.54603, 4.61085, -2.53336)  0.45
H (6.60526, 3.28658, -2.94703)  0.34
H (4.39090, 0.45980, -5.89842)  0.27
H (4.77524, 0.62749, -4.22866)  0.17
H (6.03771, 1.07927, -5.42487)  0.26
H (1.88479, 3.02892, -2.06161)  0.44
H (0.69498, 1.84472, -2.71110)  -0.25
H (0.82549, 3.36102, -3.45249)  0.42

[3]
This record from OMol25 describes an isolated molecule of C5H6O. The level of theory is wB97M-V/def2-TZVPD.

**Energy above the lowest of the compared OMol25 structures with the same formula, charge and spin**: 8.097 eV
**LUMO (spin up / spin down)**: -1.3 / -1.2 eV
**HOMO (spin up / spin down)**: -8.85 / -8.63 eV
**HOMO-LUMO gap (spin up / spin down)**: 7.56 / 7.44 eV
**F_max**: 8.47 eV/A

Each line ends with the natural charge from an NBO analysis.
Positions of all 12 atoms, in Å:
C (-0.23556, 0.69272, 1.82899)  -0.67
C (0.41649, 0.16855, 0.42882)  0.50
C (-0.33185, -1.49247, -0.71224)  0.13
C (0.28788, -0.87620, -1.88903)  -0.57
C (-0.32397, 0.08752, -0.93754)  -0.42
O (1.64769, 0.45134, -0.30257)  -0.52
H (0.55808, 0.82568, 2.56700)  0.24
H (-1.02443, 0.04356, 2.25000)  0.25
H (-0.70703, 1.67629, 1.63572)  0.25
H (-0.26809, -0.92465, -2.82452)  0.26
H (1.36949, -0.95737, -1.93474)  0.27
H (-1.32355, 0.51748, -1.04312)  0.27

[4]
This record from OMol25 describes a structure of composition C13H32Cl4N6O15. The level of theory is wB97M-V/def2-TZVPD.

**LUMO**: -2.0 eV
**HOMO**: -8.50 eV
**HOMO-LUMO gap**: 6.51 eV
**F_max**: 7.32 eV/A

Each line ends with the natural charge from an NBO analysis.
Positions of all 70 atoms, in Å:
Cl (-0.02039, -0.67506, -2.46442)  -0.07
C (0.44829, -0.35577, -0.72048)  -0.48
C (1.52597, 0.76627, -0.71029)  -0.45
Cl (0.94301, 2.21160, -1.51969)  -0.04
H (0.74121, -1.30754, -0.27725)  0.31
H (-0.43608, -0.00130, -0.19100)  0.26
H (2.47431, 0.56119, -1.20699)  0.23
H (1.80303, 1.07200, 0.29860)  0.22
Cl (-3.53166, -0.07352, -3.33066)  -0.11
C (-2.74194, -1.29281, -2.19628)  -0.38
C (-1.73854, -2.20160, -2.82997)  -0.38
Cl (-2.49401, -3.22529, -4.05620)  -0.11
H (-3.52517, -1.84942, -1.68166)  0.22
H (-2.18302, -0.76249, -1.42526)  0.29
H (-1.21972, -2.78558, -2.06977)  0.23
H (-0.97178, -1.61797, -3.33945)  0.19
C (2.33574, 2.54908, 1.88440)  -0.51
N (1.57064, 3.75133, 1.63656)  0.54
O (0.36720, 3.82808, 1.88943)  -0.37
O (2.19318, 4.68959, 1.24533)  -0.33
H (2.94742, 2.66714, 2.77884)  0.24
H (2.87450, 2.44679, 0.94238)  0.24
H (1.59832, 1.75068, 1.96729)  0.24
C (1.36221, -3.86602, 0.03233)  -0.52
N (-0.11040, -3.55196, 0.06458)  0.55
O (-0.43817, -2.50945, -0.48760)  -0.37
O (-0.79415, -4.22904, 0.80345)  -0.38
H (1.43614, -4.17484, -1.01039)  0.26
H (1.62403, -4.65657, 0.73560)  0.23
H (1.92645, -2.94529, 0.18061)  0.23
C (-0.13548, 4.17970, -0.85015)  -0.50
N (-1.56134, 4.34335, -1.21377)  0.55
O (-2.26256, 3.37515, -1.36513)  -0.41
O (-2.03324, 5.45490, -1.17104)  -0.38
H (0.22434, 5.05875, -0.31544)  0.24
H (0.31997, 4.15646, -1.84017)  0.21
H (0.02796, 3.24453, -0.31459)  0.25
C (3.45906, -2.73694, -2.84873)  -0.50
N (2.19870, -2.32569, -2.07457)  0.55
O (1.19877, -2.99972, -2.25156)  -0.34
O (2.41885, -1.41664, -1.25238)  -0.40
H (4.31174, -2.81005, -2.17368)  0.23
H (3.79128, -1.96115, -3.53856)  0.25
H (3.42393, -3.65302, -3.43837)  0.24
C (-1.12749, -1.30202, 1.93805)  -0.54
N (-2.36031, -0.92077, 1.16980)  0.57
O (-2.41276, -1.14331, 0.00116)  -0.37
O (-3.20242, -0.32986, 1.80333)  -0.39
H (-0.35728, -0.62427, 1.56989)  0.27
H (-0.93149, -2.36987, 1.84127)  0.23
H (-1.25039, -1.10537, 3.00310)  0.22
C (1.68462, -1.27060, 3.40819)  -0.51
N (1.64753, -0.74985, 1.99371)  0.59
O (2.08755, 0.34219, 1.71831)  -0.41
O (1.05477, -1.39564, 1.18801)  -0.34
H (2.69357, -1.52801, 3.73047)  0.25
H (1.08800, -2.17750, 3.50664)  0.25
H (1.43551, -0.46889, 4.10340)  0.25
C (-0.12583, 1.50219, 2.24003)  -0.34
O (-0.87825, 1.09553, 1.10049)  -0.58
C (-1.99315, 1.78913, 0.70369)  1.02
O (-2.54061, 2.73864, 1.23198)  -0.61
O (-2.53318, 1.02800, -0.21164)  -0.52
C (-3.67943, 1.46845, -0.88040)  -0.26
H (0.84530, 1.01298, 2.31545)  0.17
H (-0.65033, 1.14388, 3.12581)  0.18
H (0.10684, 2.55498, 2.40000)  0.27
H (-3.37688, 2.05066, -1.75079)  0.23
H (-4.43323, 1.98101, -0.28277)  0.20
H (-4.13930, 0.55647, -1.26109)  0.20